No. 1
Computed, not measured: a structure of composition C20H35N7RuSSb2, with ωB97M-V with the def2-TZVPD basis set.

**HOMO-LUMO gap (spin up / spin down)**: 6.5 / 5.8 eV
**ΔE to the lowest compared entry with this formula, charge and spin**: 0.0 kJ/mol
**Strongest force on any atom**: 0.53 eV Å⁻¹
**LUMO energy (spin up / spin down)**: -9.217 / -9.885 eV

```
! RIJCOSX wB97M-V def2-TZVPD def2/J DEFGRID3
* xyz 3 2
Ru 0.43 0.27 -0.17
C 2.61 -0.10 3.14
Sb 0.59 0.02 2.48
C -0.11 1.74 3.50
C -0.36 -1.51 3.62
C -1.84 -1.51 3.38
C -2.67 -0.79 4.25
C -4.04 -0.76 4.07
C -4.61 -1.47 3.03
C -3.81 -2.19 2.17
C -2.42 -2.22 2.33
C -1.60 -3.03 1.37
Sb -1.03 -1.87 -0.33
C -0.13 -3.24 -1.67
C -2.90 -1.42 -1.20
H 2.62 0.00 4.22
H 3.20 0.70 2.70
H 3.04 -1.06 2.87
H 0.04 1.59 4.57
H -1.17 1.88 3.30
H 0.45 2.62 3.19
H -0.12 -1.27 4.65
H 0.12 -2.46 3.39
H -2.22 -0.27 5.09
H -4.66 -0.21 4.76
H -5.69 -1.47 2.90
H -4.26 -2.78 1.38
H -2.19 -3.85 0.94
H -0.70 -3.47 1.81
H -0.83 -4.06 -1.85
H 0.78 -3.63 -1.23
H 0.08 -2.74 -2.61
H -3.43 -2.36 -1.39
H -2.76 -0.89 -2.14
H -3.49 -0.81 -0.51
C 2.15 0.19 -5.44
N 1.13 0.50 -4.43
C -0.18 0.96 -4.89
C 1.31 0.26 -3.13
N 0.41 0.51 -2.21
N 2.54 -0.29 -2.77
C 2.98 -0.71 -1.54
N 4.20 -1.26 -1.54
N 2.27 -0.58 -0.45
H 1.90 0.74 -6.35
H 2.17 -0.87 -5.69
H 3.13 0.54 -5.14
H -0.13 1.14 -5.95
H -0.46 1.90 -4.40
H -0.95 0.21 -4.70
H -0.45 0.86 -2.60
H 3.16 -0.49 -3.54
H 4.75 -1.36 -2.38
H 4.61 -1.61 -0.69
H 2.76 -0.94 0.36
S -1.58 1.63 0.00
C -0.42 2.84 0.12
N -0.66 4.17 0.14
C 0.34 5.08 0.15
C 1.64 4.65 0.14
C 1.85 3.28 0.16
N 0.86 2.40 0.19
H -1.63 4.49 0.11
H 0.05 6.13 0.16
H 2.46 5.35 0.13
H 2.86 2.87 0.18
*
```

***

No. 2
Computed, not measured: a structure of composition C20H36BiCl2N2O6P, with ωB97M-V with the def2-TZVPD basis set.

**HOMO-LUMO gap**: 4.9 eV
**Strongest force on any atom**: 5.15 eV Å⁻¹
**LUMO energy**: -0.794 eV

```
! RIJCOSX wB97M-V def2-TZVPD def2/J DEFGRID3
* xyz 0 1
O 0.17 1.03 -3.09
C -0.86 1.44 -3.75
C -0.60 2.10 -4.99
C 0.64 2.78 -5.10
H 1.23 2.86 -4.18
C 1.13 3.15 -6.35
H 2.16 3.56 -6.43
C 0.33 2.93 -7.48
H 0.67 3.33 -8.43
C -0.87 2.20 -7.40
H -1.41 1.93 -8.32
C -1.36 1.79 -6.15
H -2.24 1.17 -6.01
H -1.86 1.08 -3.50
C -2.82 2.58 -1.87
C -2.26 1.43 -1.19
H -3.53 3.10 -1.20
H -3.36 2.34 -2.80
H -2.00 3.27 -2.12
C -2.37 0.89 0.02
C -3.54 1.12 0.96
H -1.61 0.22 0.48
H -4.19 1.91 0.55
H -3.22 1.44 1.96
H -4.18 0.23 1.10
Bi 0.25 -0.32 -1.43
Cl 1.35 1.84 -0.45
Cl -1.22 -1.76 -3.10
H 4.46 0.29 -3.49
H 5.60 1.43 -1.94
C 3.56 0.15 -2.86
C 4.92 1.25 -1.09
N 4.01 0.17 -1.46
H 3.09 -0.82 -3.09
C 3.39 -0.53 -0.52
O 2.38 -1.25 -0.73
H 5.50 0.93 -0.21
H 3.81 -0.44 0.51
H 2.85 0.96 -3.06
H 4.37 2.17 -0.85
H -1.65 -5.46 1.41
H -0.50 -6.46 -0.77
C -1.98 -4.62 0.78
C -0.94 -5.59 -1.28
N -1.08 -4.47 -0.36
H -1.98 -3.70 1.35
C -0.46 -3.32 -0.59
O -0.61 -2.29 0.11
H -0.29 -5.29 -2.10
H 0.19 -3.32 -1.48
H -2.99 -4.85 0.44
H -1.92 -5.89 -1.69
C 1.31 -2.06 2.36
O 0.68 -0.77 2.20
P 1.32 0.65 2.79
O 1.18 0.49 4.41
C -0.07 0.44 5.10
O 0.08 1.72 2.46
C 0.37 3.13 2.36
H 1.95 -2.26 1.48
H 0.49 -2.79 2.38
H 1.90 -2.13 3.29
H -0.86 -0.08 4.55
H 0.14 -0.11 6.02
H -0.41 1.44 5.37
H -0.05 3.49 1.42
H -0.09 3.65 3.21
H 1.46 3.35 2.35
*
```

***

No. 3
Computed, not measured: a cluster of 9 separate species, C20H36Cl16O2S in total, with ωB97M-V with the def2-TZVPD basis set.

**HOMO-LUMO gap**: 9.8 eV
**ΔE to the lowest compared entry with this formula, charge and spin**: 0.0 kJ/mol
**Strongest force on any atom**: 4.95 eV Å⁻¹
**LUMO energy**: 0.239 eV

```
! RIJCOSX wB97M-V def2-TZVPD def2/J DEFGRID3
* xyz 0 1
C -0.56 -4.07 -2.07
C 0.03 -4.95 -1.54
C 0.88 -5.92 -0.77
S 2.33 -5.01 -0.10
C 3.03 -4.16 -1.65
O 3.52 -3.06 -1.57
O 2.92 -4.82 -2.67
H -0.74 -3.14 -2.60
H 0.29 -6.36 0.06
H 1.25 -6.72 -1.43
H 1.89 -4.03 0.75
Cl 0.80 -0.88 -0.99
C 1.76 0.55 -1.44
C 2.80 0.89 -0.40
Cl 2.06 1.49 1.11
H 1.07 1.38 -1.61
H 2.25 0.32 -2.39
H 3.45 1.68 -0.77
H 3.41 0.03 -0.16
Cl 0.53 -8.91 -2.04
C 1.94 -9.45 -2.98
C 1.54 -10.15 -4.26
Cl 0.76 -11.72 -3.95
H 2.54 -10.10 -2.35
H 2.53 -8.57 -3.21
H 2.42 -10.34 -4.87
H 0.85 -9.54 -4.84
Cl -0.02 6.09 -3.76
C -0.78 4.65 -3.04
C -0.05 4.18 -1.80
Cl 1.56 3.51 -2.19
H -0.82 3.87 -3.80
H -1.80 4.93 -2.78
H -0.62 3.39 -1.32
H 0.08 4.99 -1.09
Cl 0.37 4.81 4.62
C 2.06 4.47 4.17
C 2.62 5.51 3.23
Cl 1.87 5.44 1.62
H 2.10 3.47 3.74
H 2.63 4.46 5.10
H 3.69 5.34 3.09
H 2.48 6.52 3.62
Cl -0.50 1.51 5.17
C -2.11 2.15 5.57
C -2.46 1.95 7.02
Cl -2.72 0.24 7.43
H -2.83 1.67 4.92
H -2.09 3.21 5.33
H -3.39 2.48 7.25
H -1.68 2.34 7.68
Cl -1.22 3.52 -6.45
C 0.49 3.30 -6.90
C 0.94 4.30 -7.93
Cl 0.18 4.02 -9.52
H 0.62 2.28 -7.25
H 1.07 3.43 -5.99
H 2.01 4.23 -8.08
H 0.71 5.32 -7.63
Cl -3.94 1.33 2.66
C -5.63 1.87 2.88
C -5.76 3.37 2.80
Cl -5.00 4.18 4.20
H -5.98 1.48 3.83
H -6.21 1.40 2.08
H -6.81 3.65 2.81
H -5.30 3.76 1.90
Cl -2.18 -1.03 3.43
C -0.81 -2.08 3.84
C 0.17 -2.19 2.70
Cl -0.50 -3.13 1.34
H -1.19 -3.06 4.13
H -0.33 -1.63 4.71
H 1.07 -2.72 3.04
H 0.48 -1.21 2.33
*
```

***

No. 4
Computed, not measured: a structure of composition C20H36Cl2N2O3PTi, with ωB97M-V with the def2-TZVPD basis set.

**HOMO-LUMO gap (spin up / spin down)**: 2.0 / 7.2 eV
**Strongest force on any atom**: 3.76 eV Å⁻¹
**LUMO energy (spin up / spin down)**: 2.353 / 2.390 eV

```
! RIJCOSX wB97M-V def2-TZVPD def2/J DEFGRID3
* xyz -1 3
O -1.07 0.50 -0.67
C -1.34 0.42 -2.07
C -2.75 -0.10 -2.32
C -3.48 -0.71 -1.32
H -3.04 -0.80 -0.32
C -4.75 -1.23 -1.59
H -5.31 -1.72 -0.79
C -5.30 -1.11 -2.87
H -6.29 -1.50 -3.08
C -4.56 -0.46 -3.88
H -4.99 -0.35 -4.88
C -3.30 0.04 -3.61
H -2.71 0.53 -4.39
H -1.26 1.42 -2.54
C 1.07 0.31 -2.80
C -0.25 -0.40 -2.75
H 1.73 -0.15 -3.55
H 1.63 0.26 -1.83
H 0.89 1.35 -2.98
C -0.48 -1.76 -3.05
C 0.56 -2.73 -3.53
H -1.49 -2.15 -2.85
H 0.26 -3.10 -4.51
H 0.63 -3.60 -2.86
H 1.55 -2.27 -3.61
Ti 0.10 -0.42 0.43
Cl -1.39 -2.04 1.11
Cl 1.14 -1.88 -0.96
C 1.83 -2.32 1.84
O 1.48 -1.08 1.81
N 2.63 -2.84 2.74
C 3.52 -2.00 3.55
C 2.67 -4.28 2.97
H 1.45 -3.02 1.04
H 3.32 -0.95 3.32
H 4.57 -2.25 3.31
H 3.34 -2.21 4.61
H 1.84 -4.74 2.41
H 2.55 -4.49 4.04
H 3.62 -4.70 2.62
H 4.21 3.14 0.40
H 2.39 5.19 0.54
C 3.60 2.89 -0.48
C 1.83 4.64 -0.24
N 2.20 3.23 -0.23
H 3.67 1.82 -0.70
C 1.28 2.30 -0.07
O 1.56 1.03 0.08
H 0.75 4.73 -0.04
H 0.21 2.64 -0.06
H 3.96 3.48 -1.34
H 2.07 5.08 -1.22
C -1.97 0.74 3.88
P -1.03 0.85 2.36
C -2.26 1.91 1.45
C 0.51 1.52 3.14
H -2.94 0.32 3.67
H -2.10 1.76 4.27
H -1.43 0.15 4.59
H -2.67 2.61 2.15
H -1.83 2.41 0.60
H -3.06 1.23 1.10
H 0.22 2.25 3.86
H 1.01 0.68 3.66
H 1.21 1.93 2.42
*
```

***

Which value of strongest force on any atom does entry 3 give? 4.95 eV Å⁻¹

***

Which formula does entry 2 have? C20H36BiCl2N2O6P

***

What is the strongest force on any atom in the second record? 5.15 eV Å⁻¹

***

Copy entry 2 word for word.
Computed, not measured: a structure of composition C20H36BiCl2N2O6P, with ωB97M-V with the def2-TZVPD basis set.

**HOMO-LUMO gap**: 4.9 eV
**Strongest force on any atom**: 5.15 eV Å⁻¹
**LUMO energy**: -0.794 eV

```
! RIJCOSX wB97M-V def2-TZVPD def2/J DEFGRID3
* xyz 0 1
O 0.17 1.03 -3.09
C -0.86 1.44 -3.75
C -0.60 2.10 -4.99
C 0.64 2.78 -5.10
H 1.23 2.86 -4.18
C 1.13 3.15 -6.35
H 2.16 3.56 -6.43
C 0.33 2.93 -7.48
H 0.67 3.33 -8.43
C -0.87 2.20 -7.40
H -1.41 1.93 -8.32
C -1.36 1.79 -6.15
H -2.24 1.17 -6.01
H -1.86 1.08 -3.50
C -2.82 2.58 -1.87
C -2.26 1.43 -1.19
H -3.53 3.10 -1.20
H -3.36 2.34 -2.80
H -2.00 3.27 -2.12
C -2.37 0.89 0.02
C -3.54 1.12 0.96
H -1.61 0.22 0.48
H -4.19 1.91 0.55
H -3.22 1.44 1.96
H -4.18 0.23 1.10
Bi 0.25 -0.32 -1.43
Cl 1.35 1.84 -0.45
Cl -1.22 -1.76 -3.10
H 4.46 0.29 -3.49
H 5.60 1.43 -1.94
C 3.56 0.15 -2.86
C 4.92 1.25 -1.09
N 4.01 0.17 -1.46
H 3.09 -0.82 -3.09
C 3.39 -0.53 -0.52
O 2.38 -1.25 -0.73
H 5.50 0.93 -0.21
H 3.81 -0.44 0.51
H 2.85 0.96 -3.06
H 4.37 2.17 -0.85
H -1.65 -5.46 1.41
H -0.50 -6.46 -0.77
C -1.98 -4.62 0.78
C -0.94 -5.59 -1.28
N -1.08 -4.47 -0.36
H -1.98 -3.70 1.35
C -0.46 -3.32 -0.59
O -0.61 -2.29 0.11
H -0.29 -5.29 -2.10
H 0.19 -3.32 -1.48
H -2.99 -4.85 0.44
H -1.92 -5.89 -1.69
C 1.31 -2.06 2.36
O 0.68 -0.77 2.20
P 1.32 0.65 2.79
O 1.18 0.49 4.41
C -0.07 0.44 5.10
O 0.08 1.72 2.46
C 0.37 3.13 2.36
H 1.95 -2.26 1.48
H 0.49 -2.79 2.38
H 1.90 -2.13 3.29
H -0.86 -0.08 4.55
H 0.14 -0.11 6.02
H -0.41 1.44 5.37
H -0.05 3.49 1.42
H -0.09 3.65 3.21
H 1.46 3.35 2.35
*
```